No. 1
This record from OMol25 describes C3H8CrO3 as an isolated structure at a distorted geometry. The level of theory is ωB97M-V with the def2-TZVPD basis set.

Calculated values
Multiplicity: 5
F_max (eV/Å): 1.76
E_HOMO (alpha / beta) (eV): -8.400 / -8.451
E_LUMO (alpha / beta) (eV): -0.43 / -0.84
HOMO-LUMO gap (alpha / beta) (eV): 7.97 / 7.62

Cartesian coordinates (Å):
O 1.594 1.829 0.686
C 1.828 1.376 -0.609
C 0.674 0.611 -1.264
O 0.406 -0.662 -0.715
C -0.404 -0.661 0.495
H 2.721 0.717 -0.650
H 2.048 2.226 -1.290
H 0.927 0.446 -2.324
H -0.247 1.226 -1.238
H -0.158 -1.667 0.883
H -1.424 -0.447 0.101
Cr 0.328 0.891 1.659
H -2.323 -2.175 0.771
O -2.614 -2.159 1.706
H -3.355 -1.552 1.790

Population analysis type Mulliken, resulting atomic charges in e:
1 O -0.885
2 C -0.035
3 C -0.688
4 O -0.356
5 C -0.629
6 H 0.268
7 H 0.299
8 H 0.321
9 H 0.305
10 H 0.315
11 H 0.216
12 Cr 0.830
13 H 0.378
14 O -0.649
15 H 0.311

***

No. 2
This record from OMol25 describes a 2-piece molecular cluster, C4H6OS overall at a distorted geometry. The level of theory is ωB97M-V with the def2-TZVPD basis set.

Calculated values
F_max (eV/Å): 2.73
E_HOMO (alpha / beta) (eV): -8.761 / -8.935
E_LUMO (alpha / beta) (eV): -1.41 / -1.42
HOMO-LUMO gap (alpha / beta) (eV): 7.35 / 7.52

Cartesian coordinates (Å):
C 0.475 1.224 -0.467
C 0.260 1.118 1.058
C 0.148 0.011 0.428
C -0.042 -1.437 0.244
O 2.861 -0.014 0.300
S 3.583 0.208 -0.926
H -0.383 1.414 -1.103
H 1.483 1.317 -0.795
H 0.181 1.751 2.008
H -0.482 -2.067 1.010
H 0.825 -1.979 0.021
H -0.734 -1.517 -0.584

Population analysis type Mulliken, resulting atomic charges in e:
1 C -0.454
2 C -0.132
3 C 0.285
4 C -1.129
5 O -0.252
6 S 0.207
7 H 0.249
8 H 0.016
9 H 0.303
10 H 0.314
11 H 0.299
12 H 0.294

***

No. 3
This record from OMol25 describes CH3OS as an isolated structure at a distorted geometry. The level of theory is ωB97M-V with the def2-TZVPD basis set.

Calculated values
F_max (eV/Å): 1.83
Net charge: -1
E_HOMO (eV): -3.088
E_LUMO (eV): 4.41
HOMO-LUMO gap (eV): 7.50

Cartesian coordinates (Å):
S -1.055 -0.194 0.727
H -1.105 1.152 0.483
O 1.333 0.748 -1.005
C 0.907 -0.354 -0.533
H 0.487 -1.123 -1.240
H 1.391 -0.778 0.352

Population analysis type Mulliken, resulting atomic charges in e:
1 S -0.653
2 H 0.043
3 O -0.641
4 C -0.109
5 H 0.176
6 H 0.184

***

No. 4
This record from OMol25 describes C30H75F4Mn2N5O14P2 as an isolated structure at a distorted geometry. The level of theory is ωB97M-V with the def2-TZVPD basis set.

Calculated values
Multiplicity: 11
F_max (eV/Å): 2.19
Net charge: +2
E_HOMO (alpha / beta) (eV): -12.112 / -12.112
E_LUMO (alpha / beta) (eV): -3.58 / -4.11
HOMO-LUMO gap (alpha / beta) (eV): 8.53 / 8.00

Cartesian coordinates (Å):
Mn 0.274 1.509 -2.574
Mn -1.799 -2.747 0.530
O 0.569 0.789 -0.640
P 0.500 -0.043 0.594
O -0.299 -1.293 0.674
F -0.108 0.957 1.651
F 1.934 -0.318 1.112
O -2.392 -1.504 -0.971
P -2.239 -0.986 -2.367
O -1.317 0.144 -2.653
F -3.632 -0.637 -2.962
F -1.784 -2.244 -3.216
C 3.012 -2.163 -1.226
O 1.762 -2.795 -1.370
C 1.500 -3.772 -0.395
C 0.424 -4.737 -0.843
N -0.903 -4.089 -1.006
C -1.925 -5.157 -1.138
C -3.307 -4.638 -1.523
O -3.780 -3.885 -0.407
C -5.141 -3.520 -0.526
H 3.167 -1.817 -0.203
H 3.043 -1.327 -1.927
H 3.854 -2.793 -1.536
H 1.255 -3.290 0.563
H 2.404 -4.369 -0.217
H 0.391 -5.514 -0.080
H 0.816 -5.147 -1.778
H -0.808 -3.621 -1.898
H -2.027 -5.791 -0.257
H -1.634 -5.849 -1.937
H -3.991 -5.455 -1.762
H -3.280 -4.015 -2.421
H -5.465 -3.063 0.412
H -5.799 -4.361 -0.743
H -5.276 -2.709 -1.252
C -7.031 -1.473 3.450
O -5.827 -1.805 2.777
C -5.006 -2.675 3.549
C -3.816 -3.096 2.713
N -3.340 -2.023 1.801
C -2.838 -0.895 2.656
C -1.851 -1.292 3.750
O -0.948 -2.234 3.197
C 0.140 -2.501 4.093
H -7.767 -1.044 2.775
H -6.790 -0.737 4.225
H -7.482 -2.369 3.886
H -5.626 -3.536 3.816
H -4.741 -2.157 4.478
H -4.113 -3.941 2.089
H -3.013 -3.428 3.371
H -4.203 -1.570 1.496
H -3.697 -0.329 3.029
H -2.333 -0.111 2.085
H -2.368 -1.683 4.635
H -1.289 -0.405 4.052
H -0.287 -3.049 4.935
H 0.681 -1.609 4.414
H 0.848 -3.082 3.502
C 7.031 -2.590 -0.375
O 6.052 -1.741 0.176
C 6.445 -1.127 1.378
C 5.316 -0.230 1.876
N 5.820 0.796 2.776
C 4.764 1.633 3.327
C 3.708 0.937 4.174
O 3.172 1.915 5.084
C 2.667 1.323 6.246
H 6.616 -3.218 -1.163
H 7.449 -3.275 0.368
H 7.838 -2.002 -0.821
H 7.304 -0.463 1.206
H 6.763 -1.862 2.125
H 4.609 -0.901 2.390
H 4.777 0.195 1.028
H 6.442 0.425 3.479
H 4.226 2.151 2.530
H 5.270 2.403 3.911
H 4.045 0.039 4.696
H 2.843 0.703 3.541
H 1.881 0.588 6.015
H 2.144 2.049 6.871
H 3.431 0.852 6.871
C 0.845 6.636 -1.656
O 1.047 5.239 -1.772
C 2.374 4.891 -1.568
C 2.598 3.388 -1.362
N 2.194 2.525 -2.525
C 3.209 1.451 -2.625
C 2.864 0.472 -3.721
O 1.556 -0.052 -3.487
C 1.349 -1.261 -4.216
H 1.545 7.208 -2.270
H 0.942 6.979 -0.620
H -0.175 6.851 -1.965
H 2.801 5.369 -0.678
H 3.029 5.187 -2.402
H 2.154 3.044 -0.427
H 3.675 3.316 -1.181
H 2.474 3.109 -3.315
H 3.418 0.877 -1.722
H 4.190 1.844 -2.920
H 3.615 -0.318 -3.806
H 2.875 0.926 -4.722
H 0.360 -1.633 -3.963
H 2.101 -2.005 -3.957
H 1.373 -1.075 -5.294
C -1.329 5.845 -5.201
O -1.297 4.694 -4.383
C -2.469 4.526 -3.623
C -2.331 3.158 -2.972
N -1.166 3.018 -2.059
C -1.396 3.464 -0.666
C -2.687 2.920 -0.036
O -2.946 1.611 -0.456
C -4.280 1.249 -0.201
H -0.386 6.009 -5.719
H -1.528 6.746 -4.612
H -2.100 5.768 -5.972
H -3.388 4.564 -4.217
H -2.620 5.294 -2.852
H -2.362 2.377 -3.736
H -3.241 2.918 -2.412
H -0.629 3.812 -2.431
H -1.430 4.554 -0.672
H -0.553 3.201 -0.031
H -3.508 3.589 -0.338
H -2.662 3.078 1.048
H -4.949 1.957 -0.695
H -4.543 1.100 0.850
H -4.529 0.273 -0.628

Atomic partial charges in e from the Mulliken method, atoms 1 to 99:
1 Mn 0.447
2 Mn 0.614
3 O 1.150
4 P -0.775
5 O 0.000
6 F -0.252
7 F 0.361
8 O 0.833
9 P -0.727
10 O 0.085
11 F -0.287
12 F -0.378
13 C -0.107
14 O -0.237
15 C -0.169
16 C -1.028
17 N 0.093
18 C -1.013
19 C -0.509
20 O -0.128
21 C -0.756
22 H 0.341
23 H -0.723
24 H 0.447
25 H -0.185
26 H 0.630
27 H 0.469
28 H 0.347
29 H -0.096
30 H 0.393
31 H 0.545
32 H 0.566
33 H 0.236
34 H 0.077
35 H 0.412
36 H 0.251
37 C -0.824
38 O -0.300
39 C -1.151
40 C -0.725
41 N 0.981
42 C 0.199
43 C -1.630
44 O 0.082
45 C -0.864
46 H 0.255
47 H 0.311
48 H 0.320
49 H 0.642
50 H 0.396
51 H 0.361
52 H 0.406
53 H 0.045
54 H 0.685
55 H -0.444
56 H 0.415
57 H 0.597
58 H 0.286
59 H 0.187
60 H 0.269
61 C -0.844
62 O -0.153
63 C -0.836
64 C 0.464
65 N -0.318
66 C -0.759
67 C 0.172
68 O -0.377
69 C -0.612
70 H 0.240
71 H 0.342
72 H 0.327
73 H 0.382
74 H 0.375
75 H 0.127
76 H -0.336
77 H 0.301
78 H 0.145
79 H 0.417
80 H 0.424
81 H -0.195
82 H 0.104
83 H 0.308
84 H 0.326
85 C -0.924
86 O -0.207
87 C -1.090
88 C -0.546
89 N 0.188
90 C -0.347
91 C -1.050
92 O -0.201
93 C -0.566
94 H 0.393
95 H 0.342
96 H 0.204
97 H 0.468
98 H 0.456
99 H 0.027

***

Computed relative energy (zero: lowest compared OMol25 entry of this formula, charge and spin) (eV) in order:
2.067, 5.343, 0.203, 0.657
Computed E (Ha) in order:
-1389.17530, -629.25081, -513.33046, -5899.21814